ORCA calculation (ωB97M-V with the def2-TZVPD basis set) on a molecular structure, C3H7HoO3.

The geometry in XYZ format:
```
14
Properties=species:S:1:pos:R:3:forces:R:3
C -1.157 0.252 0.281 -0.764 -0.065 0.010
Ho 1.983 1.050 0.800 -2.004 1.606 -0.152
H 1.437 -1.693 1.326 2.561 2.249 -3.008
H -1.883 -0.347 -0.283 -0.007 0.339 0.121
O 1.893 -1.117 0.432 1.382 -3.025 1.801
C 0.728 -1.308 -0.336 -4.125 -2.149 3.067
H 0.466 -2.363 -0.177 0.176 0.011 -0.509
C -0.640 1.437 -0.529 -1.906 -0.676 -1.037
H -1.607 0.591 1.222 0.024 -0.132 -0.257
H -0.340 1.093 -1.540 0.051 0.325 0.323
O 0.392 2.091 0.129 2.767 -1.167 1.080
O -0.083 -0.626 0.702 -0.411 1.396 -1.006
H 0.319 -1.166 -1.343 1.797 1.409 -0.467
H -1.508 2.106 -0.685 0.459 -0.122 0.034
```
Positions in Å, forces in eV/Å.

F_max   5.6 eV/Å
Spin multiplicity   5
Gap between HOMO and LUMO (spin up / spin down)   8.47 / 8.66 eV
⟨S²⟩   6.005
Energy above the lowest of the compared OMol25 structures with the same formula, charge and spin   74.5 kJ/mol
Total charge   +2

=====

ORCA calculation (ωB97M-V with the def2-TZVPD basis set) on a molecular structure, C2H7N2O2.

The geometry in XYZ format:
```
13
Properties=species:S:1:pos:R:3:forces:R:3
H 0.159 -1.047 0.138 -0.099 -0.093 0.835
C 0.154 0.695 -1.795 0.027 -0.360 0.247
N -0.434 1.941 -1.285 -0.273 0.462 -0.605
O 0.066 -0.369 -0.974 -0.382 -0.310 -0.590
H 1.118 -2.179 1.242 0.200 0.273 -0.052
H 1.194 0.942 -2.033 0.413 0.159 -0.095
C -0.084 -1.078 2.308 -0.163 0.221 -0.292
H -0.338 0.491 -2.765 -0.089 0.157 -0.078
H -1.092 -0.621 2.242 0.154 0.281 0.059
O 0.539 -1.062 3.371 -0.147 -0.325 0.138
N 0.277 -1.622 1.146 0.234 -0.317 -0.123
H -1.445 1.844 -1.254 0.113 -0.117 0.205
H -0.113 2.065 -0.340 0.013 -0.031 0.352
```
Positions in Å, forces in eV/Å.

F_max   0.8 eV/Å
Gap between HOMO and LUMO   8.32 eV
Energy above the lowest of the compared OMol25 structures with the same formula, charge and spin   127.1 kJ/mol
Total charge   -1

=====

ORCA calculation (ωB97M-V with the def2-TZVPD basis set) on a single C24H27N3O2S molecule.

The geometry in XYZ format:
```
57
Properties=species:S:1:pos:R:3:forces:R:3
H 3.483 1.397 -0.266 0.053 0.103 0.073
C -1.945 1.520 1.851 0.088 0.193 0.079
C 5.267 0.261 0.021 0.068 -0.115 -0.007
H -2.210 0.805 1.074 -0.059 -0.087 -0.019
C -4.100 -1.898 -0.908 0.025 -0.100 0.061
C 5.847 -1.000 0.116 -0.066 0.016 0.014
H -6.258 -3.202 0.102 -0.086 -0.013 0.033
H -5.406 -4.706 0.488 -0.055 -0.054 0.038
C 7.319 -1.146 0.349 0.021 0.022 -0.069
C 3.093 -0.708 -0.357 0.402 -0.169 0.065
H 0.975 -2.458 0.002 -0.063 0.057 0.007
H -0.129 0.873 2.905 0.037 -0.055 0.029
C 0.058 2.669 -2.588 0.276 -0.027 0.173
H -3.012 -4.723 0.574 -0.019 -0.085 0.051
H 5.458 -3.102 0.033 0.052 -0.082 0.014
H -2.856 -0.257 -1.488 -0.009 0.117 -0.057
C 0.920 0.507 -1.081 0.543 -0.408 0.074
H -0.880 -3.563 0.376 0.079 -0.056 0.053
C 1.678 -0.554 -0.599 -0.454 0.727 -0.310
O -1.124 3.755 1.696 -0.089 0.092 -0.213
O -1.240 4.597 -1.993 0.045 0.427 -0.091
H -3.630 2.620 -0.202 0.008 0.107 0.048
H 7.861 -0.979 -0.582 0.105 -0.011 -0.010
C -0.440 1.561 2.122 0.013 0.217 0.005
H 3.075 -2.865 -0.397 -0.042 -0.077 -0.030
H 7.669 -0.414 1.074 0.080 0.007 0.050
H -5.007 -1.434 -1.266 -0.094 0.062 -0.037
H 7.560 -2.144 0.709 0.068 -0.035 0.033
C -0.474 -1.086 -0.700 0.566 0.382 -0.121
C -2.279 2.973 1.442 -0.452 -0.059 -0.316
C -1.010 3.423 -1.797 0.140 -0.378 -0.260
C -5.471 -3.882 -0.218 -0.015 -0.019 -0.060
H 5.886 1.139 0.133 0.066 0.105 0.026
C -1.714 -1.817 -0.574 -0.552 -0.462 0.109
H 0.495 3.343 -3.324 -0.109 -0.038 0.051
C -4.163 -3.163 -0.329 0.082 0.020 0.034
C -1.775 -3.084 0.006 0.070 0.297 -0.138
N -1.677 2.636 -0.938 -0.214 -0.314 0.380
H -2.488 1.254 2.758 -0.030 -0.046 -0.033
C -2.677 3.136 -0.034 0.054 0.332 0.397
H -0.361 1.790 -3.075 -0.024 0.062 -0.080
C 5.029 -2.112 -0.031 0.069 0.030 0.052
H -3.114 3.357 2.050 0.106 -0.064 -0.091
C 3.675 -1.975 -0.264 -0.115 0.183 -0.037
H -2.795 4.200 -0.250 -0.126 -0.130 0.016
C -0.239 3.024 2.512 0.185 -0.221 0.243
C -2.899 -1.234 -1.031 0.240 -0.036 0.036
N 0.757 -1.550 -0.371 -0.277 -0.024 0.011
H -1.384 1.661 -0.867 -0.078 0.216 -0.155
C 3.916 0.410 -0.209 -0.182 -0.126 -0.038
H -0.487 3.177 3.574 0.069 0.002 -0.063
H 0.770 3.395 2.323 -0.025 -0.024 0.055
S 1.458 2.101 -1.564 0.053 0.216 -0.127
H -5.757 -4.287 -1.189 -0.080 -0.058 -0.018
H 0.123 1.346 1.216 0.036 -0.014 -0.009
N -0.387 0.158 -1.137 -0.274 -0.574 0.093
C -2.984 -3.742 0.122 -0.114 -0.030 -0.013
```
Positions in Å, forces in eV/Å.

F_max   0.9 eV/Å
Gap between HOMO and LUMO   7.69 eV
Energy above the lowest of the compared OMol25 structures with the same formula, charge and spin   19.8 kJ/mol
SMILES   Cc1ccc(-c2nc(SCC(=O)NC[C@H]3CCCO3)c(-c3ccc(C)cc3)[nH]2)cc1

=====

ORCA calculation (ωB97M-V with the def2-TZVPD basis set) on a single C2H3ClF2 molecule.

The geometry in XYZ format:
```
8
Properties=species:S:1:pos:R:3:forces:R:3
C -0.667 0.313 -0.094 -0.900 1.258 4.445
H 0.895 -0.489 1.318 -0.315 0.070 0.209
H 0.386 -1.439 -0.169 0.587 0.130 0.648
H -1.470 0.500 0.654 0.705 -1.060 0.429
F -1.265 -0.371 -1.028 -0.834 -0.241 -2.954
F -0.370 1.615 -0.317 0.067 0.531 -1.628
C 0.576 -0.457 0.288 0.524 0.007 -1.441
Cl 1.916 0.328 -0.651 0.166 -0.695 0.292
```
Positions in Å, forces in eV/Å.

F_max   4.7 eV/Å
Gap between HOMO and LUMO   12.00 eV
Energy above the lowest of the compared OMol25 structures with the same formula, charge and spin   91.4 kJ/mol
SMILES   FC(F)CCl

=====

ORCA calculation (ωB97M-V with the def2-TZVPD basis set) on a single C8H14N2O6 molecule.

The geometry in XYZ format:
```
30
Properties=species:S:1:pos:R:3:forces:R:3
O 2.949 -1.106 -2.254 -0.679 -0.064 2.263
H -2.282 -1.478 1.803 1.601 -0.862 0.869
N -1.235 -1.628 -0.669 -0.707 -1.648 -0.022
H 0.467 -0.097 -1.447 1.053 0.422 -0.088
O -2.774 1.301 0.951 1.735 0.328 2.712
H 3.616 2.067 1.302 -0.075 -0.413 -1.057
C -2.813 0.039 0.413 -0.665 -2.290 0.588
C -3.190 -1.148 1.430 -1.261 0.606 -2.133
H 1.628 0.447 1.199 -0.544 -0.223 -0.312
H 0.946 2.013 -1.606 1.181 0.589 0.281
H -3.506 0.179 -0.384 -0.872 -0.730 -0.743
C -0.350 0.072 0.904 -1.527 -1.243 0.239
H -3.678 -2.006 0.914 0.187 0.620 0.159
H 2.312 -2.957 -0.679 -0.006 0.833 -0.384
O -0.682 0.051 2.105 1.207 0.605 -1.395
H -1.372 0.477 -0.951 0.315 0.204 -1.017
H 2.495 1.707 -2.358 -0.241 -1.096 0.320
O 3.298 1.545 0.518 0.257 1.578 0.830
C 2.736 2.411 -0.401 -0.469 -0.024 0.003
O 1.883 -2.096 -0.488 0.466 -0.672 0.631
H -2.129 1.125 1.725 -1.303 1.054 -1.143
H -3.802 -0.918 2.284 -0.440 0.681 0.070
C -1.456 -0.302 -0.214 1.061 2.173 2.229
C 1.953 1.558 -1.405 -1.788 0.688 -0.049
N 0.923 0.244 0.486 0.822 0.287 0.076
O 2.849 3.616 -0.412 0.024 -1.872 0.286
H -0.403 -2.004 -0.209 -0.560 -0.270 -0.334
C 2.274 -1.057 -1.233 -0.032 0.161 -2.328
C 1.408 0.169 -0.896 -0.148 -0.081 -0.180
H -2.068 -2.220 -0.428 1.409 0.659 -0.374
```
Positions in Å, forces in eV/Å.

F_max   3.3 eV/Å
Gap between HOMO and LUMO   9.60 eV
Energy above the lowest of the compared OMol25 structures with the same formula, charge and spin   197.9 kJ/mol
SMILES   C[C@@H](O)[C@H](N)C(=O)N[C@@H](CC(=O)O)C(=O)O